Record 1
Entry from the OMol25 dataset: a cluster of 2 separate species, C8H24BN3O3Si2 in total in a non-equilibrium geometry (the ωB97M-V functional and the def2-TZVPD basis).

Its spin multiplicity is 1. As for the energy relative to the best compared isomer or geometry (same formula, charge and spin): 0.0 kcal per mole. Its charge is 0.

```
41
Properties=species:S:1:pos:R:3:lowdin_charge:R:1
C -4.11 3.86 1.26 0.0739
N -3.10 3.20 0.38 0.0442
O -2.07 4.17 0.06 0.0873
C -2.22 4.66 -1.15 -0.2736
N -2.11 5.24 -2.14 0.2422
B -2.43 2.06 1.26 -0.6503
O -1.41 2.45 2.04 0.2492
O -2.92 0.82 1.27 0.2968
H -4.75 4.51 0.67 0.1188
H -3.57 4.45 1.99 0.1281
H -4.70 3.10 1.76 0.1235
H -3.53 2.85 -0.48 0.2016
H -0.56 2.42 1.56 0.1616
H -3.49 0.56 0.54 0.1417
C 0.96 0.58 -2.65 -0.2184
Si 1.33 -1.04 -1.72 0.1890
C 2.95 -1.71 -2.43 -0.2005
C -0.05 -2.25 -2.23 -0.2068
N 1.38 -0.71 -0.09 -0.2470
Si 1.66 -1.79 1.18 0.2022
C 3.34 -2.64 1.17 -0.2012
C 0.34 -3.15 1.31 -0.2044
C 1.58 -0.79 2.79 -0.2140
H 0.91 0.42 -3.73 0.0106
H 0.00 0.99 -2.32 -0.0144
H 1.74 1.31 -2.45 0.0098
H 2.95 -1.69 -3.53 0.0128
H 3.12 -2.75 -2.13 0.0103
H 3.79 -1.11 -2.08 0.0181
H -0.99 -1.97 -1.76 0.0036
H 0.20 -3.28 -1.93 0.0085
H -0.20 -2.26 -3.31 0.0108
H 3.39 -3.42 0.40 0.0098
H 3.55 -3.12 2.13 0.0138
H 4.14 -1.92 0.98 0.0180
H -0.66 -2.72 1.21 0.0067
H 0.39 -3.66 2.28 0.0119
H 0.47 -3.90 0.54 0.0080
H 0.61 -0.30 2.89 -0.0039
H 2.36 -0.02 2.79 0.0107
H 1.73 -1.43 3.67 0.0111
```


Record 2
Entry from the OMol25 dataset: a structure of composition C8H24BeNO11 in a non-equilibrium geometry (the ωB97M-V functional and the def2-TZVPD basis).

Its spin multiplicity is 1. As for the energy relative to the best compared isomer or geometry (same formula, charge and spin): 13.5 kcal per mole. Its charge is +1.

```
45
Properties=species:S:1:pos:R:3:lowdin_charge:R:1
Be 0.20 0.07 -0.20 0.7915
N -3.01 0.14 -1.73 -0.5857
O -3.61 -0.82 -1.24 0.0092
O -3.37 0.72 -2.76 0.0113
O -1.95 0.61 -1.16 -0.1143
C -0.22 -0.65 3.11 -0.1728
C -1.66 -0.23 3.34 -0.1942
O -2.09 0.63 2.30 -0.0634
O -0.07 -1.23 1.80 -0.0741
H 0.13 -1.39 3.83 0.1373
H 0.42 0.23 3.23 0.1257
H -1.84 0.27 4.30 0.1343
H -2.32 -1.10 3.42 0.1320
H -3.01 0.85 2.49 0.1281
H -0.17 -2.18 1.88 0.1099
C -0.74 2.97 0.08 -0.2311
C 0.45 3.13 -0.80 -0.1398
O 0.82 1.78 -1.17 -0.0864
O -0.34 1.99 0.99 -0.0595
H -1.66 2.75 -0.46 0.1231
H -1.00 3.95 0.53 0.1407
H 1.27 3.53 -0.19 0.1324
H 0.24 3.74 -1.67 0.1438
H 1.44 1.84 -1.90 0.1198
H -1.09 1.73 1.56 0.0609
C -0.59 -2.33 -2.19 -0.2096
C -0.52 -1.14 -3.07 -0.1699
O 0.34 -0.22 -2.41 -0.0920
O -0.86 -1.95 -0.86 -0.0716
H 0.35 -2.90 -2.20 0.1139
H -1.31 -3.09 -2.51 0.1484
H -1.50 -0.67 -3.13 0.1090
H -0.19 -1.41 -4.07 0.1454
H 0.46 0.56 -2.97 0.1111
H -1.43 -2.55 -0.38 0.1156
C 2.64 -1.55 0.41 -0.2228
C 3.35 -0.26 0.70 -0.1883
O 2.38 0.77 0.91 -0.0665
O 1.96 -1.31 -0.80 -0.0476
H 2.10 -1.98 1.25 0.1150
H 3.46 -2.25 0.19 0.1412
H 3.85 -0.01 -0.24 0.1335
H 4.00 -0.34 1.57 0.1391
H 2.69 1.35 1.61 0.1101
H 2.00 -2.05 -1.41 0.1072
```


Record 3
Entry from the OMol25 dataset: a structure of composition C8H24Cl5O8Zn2 in a non-equilibrium geometry (the ωB97M-V functional and the def2-TZVPD basis).

Its spin multiplicity is 1. Its electronic energy is -184519.672 eV. Its charge is -1.

```
47
Properties=species:S:1:pos:R:3:lowdin_charge:R:1
Zn -2.36 0.96 0.03 0.4889
Zn 0.09 -2.43 -2.39 -0.3203
Cl -0.20 -4.30 -0.93 -0.3408
Cl -0.52 -0.35 -1.39 -0.0167
Cl -1.45 -2.87 -4.10 -0.3168
Cl -0.85 2.15 1.47 -0.0557
Cl 2.26 -2.10 -3.26 -0.3114
C -2.09 -1.35 3.48 -0.2459
C -2.03 -1.69 1.98 -0.1690
O -2.73 -0.64 1.32 -0.1584
O -1.20 -0.30 3.78 -0.0724
H -1.89 -2.20 4.12 0.1217
H -3.12 -1.07 3.74 0.1082
H -2.61 -2.61 1.92 0.1282
H -1.00 -1.92 1.72 0.1137
H -3.63 -0.94 1.15 0.1023
H -1.29 0.31 3.05 -0.0372
C 2.00 -1.69 2.02 -0.2175
C 2.93 -1.39 0.81 -0.1899
O 4.08 -0.67 1.31 -0.0916
O 2.69 -2.14 3.20 -0.0668
H 1.41 -2.57 1.76 0.1007
H 1.32 -0.85 2.17 0.1118
H 2.47 -0.89 -0.04 0.0886
H 3.37 -2.32 0.46 0.1143
H 4.28 -1.23 2.06 0.0663
H 2.88 -3.06 2.99 0.0873
C -3.35 1.95 -2.74 -0.1931
C -3.66 0.44 -2.68 -0.1523
O -3.82 -0.05 -1.28 -0.1380
O -2.57 2.34 -1.64 -0.1315
H -4.27 2.53 -2.68 0.1256
H -2.73 2.12 -3.62 0.1406
H -2.98 -0.21 -3.24 0.0824
H -4.63 0.27 -3.14 0.1221
H -4.15 -0.95 -1.30 0.1110
H -2.38 3.28 -1.75 0.1220
C 2.65 2.34 -0.22 -0.2733
C 3.16 2.78 -1.59 -0.2049
O 3.99 3.96 -1.33 -0.0926
O 3.73 2.18 0.63 -0.0586
H 2.20 1.35 -0.33 0.0907
H 1.89 3.03 0.16 0.0939
H 2.27 3.04 -2.16 0.1050
H 3.80 2.09 -2.15 0.1196
H 4.10 4.35 -2.20 0.0618
H 3.94 1.28 0.86 0.0477
```


Record 4
Entry from the OMol25 dataset: a cluster of 5 separate species, C8H24IO8 in total in a non-equilibrium geometry (the ωB97M-V functional and the def2-TZVPD basis).

Its spin multiplicity is 1. As for the energy relative to the best compared isomer or geometry (same formula, charge and spin): 14.8 kcal per mole. Its charge is -1.

```
41
Properties=species:S:1:pos:R:3:lowdin_charge:R:1
I 16.04 4.65 25.83 0.0347
C 17.17 7.43 29.06 -0.2125
C 17.61 8.22 27.88 -0.2383
O 16.67 8.14 26.80 -0.1305
O 15.74 7.49 29.28 -0.0880
H 17.59 7.86 29.98 0.1256
H 17.50 6.39 28.97 0.1147
H 18.58 7.87 27.50 0.1145
H 17.71 9.28 28.11 0.1173
H 16.57 7.20 26.57 -0.0730
H 15.35 7.67 28.41 0.1029
C 17.52 7.54 23.28 -0.2824
C 18.99 7.76 23.57 -0.2378
O 19.63 6.72 24.34 -0.0810
O 17.22 6.28 22.71 -0.1031
H 17.27 8.39 22.63 0.1150
H 16.91 7.69 24.17 0.0900
H 19.06 8.68 24.16 0.1129
H 19.56 7.92 22.64 0.1077
H 20.03 7.14 25.10 0.0620
H 17.14 5.66 23.45 -0.0445
C 15.22 4.48 30.09 -0.2560
C 13.86 4.09 29.56 -0.2932
O 13.52 4.88 28.46 -0.1054
O 15.22 5.70 30.83 -0.1046
H 15.98 4.51 29.29 0.0889
H 15.60 3.71 30.77 0.1127
H 13.14 4.27 30.36 0.1182
H 13.87 3.01 29.36 0.1044
H 14.18 4.69 27.78 -0.0695
H 15.09 6.44 30.21 0.0070
C 12.35 0.12 26.62 -0.2374
C 12.81 1.58 26.66 -0.2833
O 14.19 1.67 26.81 -0.1116
O 13.14 -0.65 25.71 -0.0829
H 11.32 0.08 26.27 0.1117
H 12.49 -0.26 27.63 0.1132
H 12.32 2.05 27.54 0.1093
H 12.39 2.17 25.83 0.1235
H 14.53 2.23 26.10 -0.0260
H 14.00 -0.74 26.12 0.0747
```


Record 5
Entry from the OMol25 dataset: a structure of composition C8H24LiO4S3 in a non-equilibrium geometry (the ωB97M-V functional and the def2-TZVPD basis).

Its spin multiplicity is 1. As for the energy relative to the best compared isomer or geometry (same formula, charge and spin): 21.6 kcal per mole. Its charge is +1.

```
40
Properties=species:S:1:pos:R:3:lowdin_charge:R:1
Li -38.93 -15.10 -29.04 0.5237
C -36.16 -15.91 -27.69 -0.0841
C -37.17 -15.83 -26.49 -0.3064
O -38.43 -15.57 -27.02 -0.1277
H -35.27 -16.50 -27.46 0.0634
H -35.68 -14.87 -27.95 0.0683
H -36.58 -16.60 -28.53 0.1228
H -36.96 -14.86 -25.88 0.1363
H -37.03 -16.65 -25.74 0.1275
H -38.94 -15.74 -26.23 0.0982
C -41.80 -11.71 -29.09 -0.1699
S -41.26 -12.94 -27.82 0.9193
O -40.39 -13.92 -28.58 -0.6409
C -40.09 -11.99 -26.94 -0.2891
H -40.87 -11.28 -29.63 0.0912
H -42.20 -10.82 -28.79 0.0382
H -42.38 -12.27 -29.57 -0.0588
H -40.56 -11.15 -26.17 0.1336
H -39.31 -11.32 -27.60 0.1158
H -39.52 -12.62 -26.42 -0.0328
C -41.72 -15.31 -31.31 -0.2930
S -40.62 -16.72 -31.21 0.8645
O -39.76 -16.57 -29.94 -0.6074
C -41.69 -18.05 -31.06 -0.2666
H -41.19 -14.26 -31.32 0.0740
H -42.31 -15.10 -30.26 0.1127
H -42.40 -15.32 -32.21 0.0717
H -42.27 -17.90 -30.21 0.0508
H -41.09 -18.86 -30.86 0.0338
H -42.24 -18.37 -31.95 0.0963
C -35.87 -13.19 -29.66 -0.2465
S -37.53 -13.26 -30.36 0.9338
O -38.39 -13.64 -29.16 -0.6562
C -37.75 -11.48 -30.46 -0.2430
H -35.08 -12.76 -30.06 0.0009
H -35.57 -14.27 -29.50 0.0603
H -35.89 -12.49 -28.82 0.0830
H -38.86 -11.55 -30.77 0.0716
H -36.98 -11.21 -31.23 0.0789
H -37.60 -10.92 -29.55 0.0519
```